Below is C31H51ClP2W as an isolated structure in a non-equilibrium geometry, with properties calculated with the ωB97M-V functional and the def2-TZVPD basis.

Its HOMO energy (spin up / spin down) is -0.439 / -0.494 Eh. The energy above the lowest of the compared OMol25 structures with the same formula, charge and spin is 35.6 kcal/mol. The calculation puts the LUMO energy (spin up / spin down) at -0.2556 / -0.3320 Eh. As for the net charge: +2. The calculation puts the total energy at -65880.26177 eV. For the HOMO-LUMO gap (spin up / spin down), the calculation gives 5.00 / 4.42 eV. Its spin multiplicity is 3.

Geometry as XYZ:
```
86
Properties=species:S:1:pos:R:3:lowdin_charge:R:1
W 0.650 1.992 0.213 1.53
C 2.325 -0.215 1.208 -0.18
C 2.055 1.149 1.669 -0.37
C 0.190 -0.220 2.030 -0.20
C 1.225 -1.018 1.521 -0.19
C 0.687 1.132 2.245 -0.35
C 3.681 -0.714 0.839 0.01
H 4.235 0.036 0.256 0.10
H 3.626 -1.641 0.249 0.07
H 4.315 -0.964 1.715 0.13
C 1.203 -2.507 1.559 0.00
H 2.027 -2.966 1.012 0.07
H 0.260 -2.907 1.168 0.06
H 1.284 -2.868 2.600 0.13
C -1.043 -0.799 2.618 -0.01
H -0.802 -1.299 3.571 0.13
H -1.458 -1.581 1.966 0.07
H -1.810 -0.049 2.828 0.07
C 0.180 2.045 3.320 0.00
H 0.919 2.073 4.132 0.12
H -0.744 1.647 3.760 0.09
H -0.008 3.072 2.991 0.07
C 3.151 2.013 2.153 -0.03
H 3.636 1.489 2.994 0.12
H 2.792 2.982 2.499 0.08
H 3.901 2.176 1.376 0.09
C 1.023 2.174 -1.795 -0.36
C 2.278 2.186 -1.018 -0.32
C 3.027 3.487 -0.842 -0.15
C 2.420 4.403 0.248 -0.17
C 1.118 3.879 0.838 -0.33
C -0.088 3.891 -0.013 -0.34
C 0.021 4.459 -1.425 -0.17
C 0.578 3.452 -2.449 -0.19
H 3.085 4.026 -1.795 0.12
H 2.249 5.421 -0.132 0.12
H 4.064 3.248 -0.559 0.12
H 1.422 3.895 -2.998 0.12
H 0.842 1.278 -2.377 0.04
H 2.890 1.322 -1.177 0.08
H -0.146 3.244 -3.256 0.12
H -0.969 4.790 -1.767 0.12
H -1.002 4.211 0.504 0.11
H 0.643 5.369 -1.411 0.12
H 3.157 4.517 1.059 0.11
H 0.932 4.217 1.861 0.12
P 1.184 -1.266 -1.803 0.89
C 1.723 -3.016 -1.757 -0.25
H 1.971 -3.305 -2.786 0.07
H 0.971 -3.703 -1.360 0.01
H 2.628 -3.094 -1.139 0.04
C -0.277 -1.368 -2.900 -0.25
H -0.066 -2.045 -3.731 0.07
H -0.533 -0.379 -3.289 0.03
H -1.127 -1.752 -2.327 0.02
C 2.502 -0.662 -2.934 -0.25
H 2.319 0.362 -3.269 0.04
H 2.571 -1.326 -3.801 0.07
H 3.458 -0.672 -2.395 0.05
P -1.950 1.215 -0.033 0.84
C -2.724 2.286 1.254 -0.23
H -3.645 2.715 0.847 0.07
H -2.086 3.098 1.604 0.02
H -2.977 1.672 2.130 0.05
C -2.345 1.976 -1.638 -0.24
H -1.751 2.871 -1.802 0.01
H -3.408 2.230 -1.684 0.07
H -2.115 1.275 -2.446 0.05
C -3.240 -0.104 -0.040 -0.25
H -4.225 0.374 -0.123 0.07
H -3.250 -0.696 0.882 0.03
H -3.142 -0.789 -0.888 0.04
Cl -0.481 -6.034 0.008 0.74
C -2.165 -5.745 0.046 -0.61
C -3.052 -6.796 0.139 -0.09
C -4.435 -6.551 0.235 -0.04
C -4.905 -5.239 0.288 -0.08
C -4.044 -4.171 0.224 -0.03
C -2.631 -4.370 0.043 -0.30
C -1.738 -3.324 -0.106 0.00
H -2.667 -7.815 0.135 0.12
H -5.124 -7.395 0.286 0.12
H -5.987 -5.059 0.380 0.12
H -4.406 -3.133 0.294 0.11
H -2.070 -2.302 0.065 0.01
H -0.781 -3.485 -0.596 0.00
```